1.
20
Properties=species:S:1:pos:R:3:nbo_charge:R:1 method="wB97M-V/def2-TZVPD" e_lumo_ev=-0.64 homo_lumo_gap_ev=8.24 homo_energy_ev=-8.8744
C -2.34 0.95 -1.08 -0.429
N -1.52 1.04 0.18 -0.639
C -0.14 0.71 -0.19 -0.250
C 0.66 0.68 1.10 -0.554
S 2.17 -0.28 0.95 0.021
H -1.89 1.44 -1.93 0.169
H -3.35 1.34 -1.03 0.205
H -2.40 -0.12 -1.30 0.209
H -1.49 2.04 0.48 0.346
H -0.17 -0.35 -0.48 0.205
H 0.19 1.26 -1.09 0.193
H 0.71 1.74 1.36 0.203
H 0.12 0.18 1.90 0.227
H 2.62 1.06 -0.41 0.099
H 2.78 -0.76 -1.96 0.477
H 1.56 -1.11 -2.85 0.473
O 1.82 -0.65 -2.04 -0.945
H -2.31 -0.93 0.88 0.489
H -2.38 -2.39 1.42 0.467
O -2.67 -1.82 0.69 -0.964

2.
20
Properties=species:S:1:pos:R:3:nbo_charge:R:1 method="wB97M-V/def2-TZVPD" total_charge=+1 e_lumo_ev="-3.19 / -8.73" homo_lumo_gap_ev="6.16 / 6.48" s2=2.00 homo_energy_ev="-9.3548 / -15.2069" multiplicity=3
B -1.37 0.08 0.21 0.309
C -0.80 -1.37 0.40 -0.669
C -0.02 1.10 0.05 -0.174
C 0.79 -1.19 0.12 -0.225
C -2.77 0.63 -0.12 -0.815
C 2.40 0.49 -0.30 -0.450
N 1.18 0.15 0.39 -0.382
H -0.94 -1.92 1.35 0.240
H -1.03 -2.09 -0.35 0.241
H 0.11 1.27 -1.01 0.221
H -0.02 1.98 0.58 0.231
H 1.28 -1.98 0.59 0.246
H 1.02 -1.30 -1.04 0.211
H -2.60 1.15 -1.08 0.231
H -3.44 1.23 0.48 0.253
H -3.44 -0.24 -0.22 0.324
H 2.34 0.20 -1.39 0.245
H 2.70 1.64 -0.38 0.265
H 3.17 -0.04 0.31 0.248
H 1.46 0.21 1.40 0.449

3.
89
Properties=species:S:1:pos:R:3:mulliken_charge:R:1 method="wB97M-V/def2-TZVPD" total_charge=+3 e_lumo_ev=-7.92 homo_lumo_gap_ev=7.64 homo_energy_ev=-15.5526
Pb -0.26 -0.24 0.38 1.654
C 1.98 0.41 2.95 -1.229
N 0.55 0.69 2.71 -0.154
C 0.16 2.11 2.85 -1.181
C -0.08 2.81 1.54 0.286
N -0.34 2.21 0.40 0.427
C -0.63 3.22 -0.51 -0.236
C -0.99 3.15 -1.85 -0.646
C -1.25 4.35 -2.49 -0.627
C -1.16 5.58 -1.83 -0.563
C -0.80 5.66 -0.50 -1.129
C -0.55 4.46 0.15 0.939
N -0.19 4.15 1.45 -0.120
C 2.74 0.29 1.67 0.365
N 2.15 0.11 0.51 0.394
C 3.16 -0.07 -0.42 -0.153
C 3.10 -0.31 -1.79 -0.388
C 4.29 -0.50 -2.46 -0.545
C 5.52 -0.45 -1.79 -0.694
C 5.60 -0.20 -0.44 -1.048
C 4.40 -0.01 0.23 0.592
N 4.09 0.24 1.56 -0.119
H 2.07 -0.54 3.48 0.461
H 2.43 1.17 3.59 0.455
H 0.01 0.16 3.38 0.264
H 0.91 2.66 3.42 0.411
H -0.77 2.17 3.41 0.449
H -1.07 2.21 -2.37 0.434
H -1.54 4.34 -3.54 0.497
H -1.37 6.49 -2.37 0.428
H -0.73 6.61 0.01 0.443
H -0.06 4.82 2.19 0.257
H 2.14 -0.35 -2.30 0.509
H 4.28 -0.68 -3.53 0.472
H 6.43 -0.62 -2.36 0.422
H 6.56 -0.17 0.07 0.441
H 4.76 0.35 2.30 0.246
N -2.86 0.38 0.35 -0.472
C -3.60 -0.77 0.89 -0.728
C -3.01 -1.20 2.23 -0.620
N -1.62 -1.70 2.07 -0.531
H -3.00 1.18 0.96 0.211
H -3.23 0.64 -0.56 0.223
H -3.52 -1.60 0.18 0.357
H -4.66 -0.56 1.03 0.436
H -3.66 -1.98 2.66 0.439
H -3.00 -0.35 2.91 0.365
H -1.65 -2.55 1.51 0.144
H -1.25 -1.96 2.98 0.255
S -2.22 -1.10 -5.37 -0.180
P -0.34 -0.32 -5.63 0.669
S -0.98 -0.58 -3.69 0.063
C 1.00 -1.41 -6.09 0.614
C 1.68 -2.14 -5.11 0.037
C 2.71 -2.97 -5.50 -0.734
C 3.06 -3.08 -6.84 -0.551
C 2.37 -2.37 -7.81 -0.698
C 1.34 -1.52 -7.44 -0.561
C -0.26 1.40 -6.10 0.800
C -1.40 2.08 -6.53 -0.471
C -1.31 3.44 -6.77 -0.718
C -0.10 4.11 -6.57 -0.546
C 1.03 3.42 -6.15 -0.633
C 0.96 2.06 -5.92 -0.482
H 1.42 -2.05 -4.06 0.290
H 3.25 -3.54 -4.75 0.475
H 3.87 -3.74 -7.13 0.431
H 2.63 -2.47 -8.85 0.425
H 0.79 -0.96 -8.19 0.445
H -2.33 1.55 -6.69 0.367
H -2.18 3.98 -7.12 0.451
H -0.04 5.17 -6.76 0.465
H 1.96 3.94 -6.01 0.446
H 1.84 1.51 -5.59 0.488
C 0.83 -5.60 1.32 -1.546
C 0.60 -5.31 -0.18 2.139
C 1.77 -5.85 -1.02 -1.605
C -0.73 -5.93 -0.66 -1.539
C 0.49 -3.87 -0.32 -0.524
N 0.36 -2.72 -0.38 -0.387
H 0.75 -6.67 1.49 0.427
H 0.08 -5.11 1.94 0.329
H 1.82 -5.27 1.63 0.387
H 1.84 -6.93 -0.88 0.417
H 2.72 -5.40 -0.71 0.389
H 1.62 -5.65 -2.08 0.360
H -0.76 -6.98 -0.36 0.412
H -0.81 -5.89 -1.74 0.394
H -1.59 -5.43 -0.23 0.357

4.
12
Properties=species:S:1:pos:R:3:nbo_charge:R:1 method="wB97M-V/def2-TZVPD" smiles="C=N[C@H](Cl)[C@H]1NS1" e_lumo_ev=0.24 homo_lumo_gap_ev=9.35 homo_energy_ev=-9.1100
C 0.29 -0.16 0.61 0.054
C 1.44 1.61 -0.27 -0.040
C -0.96 -0.54 -0.26 -0.230
N 0.36 1.22 0.26 -0.413
N -1.73 -1.69 0.16 -0.676
S -2.42 -0.08 0.53 0.333
Cl 2.07 -1.10 0.34 -0.217
H -0.02 -0.22 1.60 0.217
H 1.30 2.57 -0.61 0.167
H 2.42 1.12 -0.46 0.197
H -0.63 -0.43 -1.35 0.228
H -2.12 -2.29 -0.54 0.380

5.
73
Properties=species:S:1:pos:R:3:mulliken_charge:R:1 method="wB97M-V/def2-TZVPD" e_lumo_ev="0.25 / 0.25" homo_lumo_gap_ev="6.53 / 6.54" s2=2.00 homo_energy_ev="-6.2806 / -6.2876" multiplicity=3
O 0.40 0.29 -7.03 -0.411
C 0.27 1.61 -7.68 -0.480
C 0.19 1.04 -9.09 -0.770
H 1.17 2.20 -7.46 0.299
H -0.63 2.14 -7.36 0.245
C 0.32 -0.32 -8.36 1.479
H 1.04 1.30 -9.72 0.314
H -0.78 1.16 -9.57 0.296
C 1.57 -1.05 -8.77 -1.691
H 2.45 -0.40 -8.71 0.393
H 1.47 -1.35 -9.83 0.395
H 1.73 -1.96 -8.18 0.375
C -0.91 -1.19 -8.55 -1.783
H -1.82 -0.64 -8.28 0.369
H -0.83 -2.11 -7.95 0.375
H -0.97 -1.47 -9.61 0.443
Tm 0.07 0.11 -0.13 0.696
C -2.14 -0.43 0.98 -0.553
C -1.98 0.97 1.13 -0.303
C -2.02 1.58 -0.16 -0.784
H -1.94 1.51 2.08 0.573
C -2.24 0.54 -1.12 -0.271
C -2.30 -0.71 -0.41 -0.787
H -2.53 -1.68 -0.86 0.493
H -2.20 -1.16 1.79 0.462
H -1.98 2.65 -0.37 0.494
H -2.47 0.69 -2.17 0.562
C 1.15 -1.69 1.30 -0.450
C 0.32 -2.36 0.35 -0.847
C 0.85 -2.11 -0.95 -0.426
H -0.52 -3.02 0.59 0.553
C 2.01 -1.27 -0.80 -0.704
C 2.19 -1.02 0.60 -0.436
H 3.03 -0.48 1.04 0.473
H 1.06 -1.78 2.38 0.672
H 0.51 -2.56 -1.88 0.656
H 2.68 -0.95 -1.60 0.476
O 0.52 0.76 -2.35 -0.248
C 0.05 -0.19 -3.36 -0.420
C -0.43 0.68 -4.49 -0.062
H -0.74 -0.85 -2.96 0.286
H 0.91 -0.81 -3.66 0.354
C 0.50 1.88 -4.44 -0.786
H -1.48 0.98 -4.35 0.205
H -0.37 0.11 -5.41 0.089
C 0.68 2.11 -2.95 -0.534
H 0.11 2.76 -4.95 0.485
H 1.47 1.64 -4.90 0.219
H -0.12 2.74 -2.53 0.201
H 1.66 2.49 -2.66 0.419
C 1.08 5.53 1.38 -0.647
C 1.17 4.67 0.27 -0.467
C 1.16 3.29 0.44 -0.244
C 0.96 2.73 1.74 0.325
C 0.88 3.61 2.85 -0.194
C 0.94 4.99 2.67 -0.635
N 0.79 1.36 1.88 0.635
C 1.02 0.81 3.15 -0.623
C 2.28 0.98 3.78 0.127
C 2.52 0.50 5.06 -0.673
C 1.50 -0.16 5.77 -0.496
C 0.25 -0.34 5.16 -0.684
C 0.02 0.12 3.87 -0.128
H 1.11 6.61 1.24 0.337
H 1.28 5.09 -0.73 0.388
H 1.34 2.62 -0.41 0.127
H 0.77 3.19 3.85 0.319
H 0.89 5.64 3.54 0.373
H 3.06 1.53 3.24 0.428
H 3.50 0.63 5.52 0.362
H 1.68 -0.53 6.78 0.353
H -0.55 -0.85 5.70 0.393
H -0.96 -0.03 3.40 0.020

6.
53
Properties=species:S:1:pos:R:3:nbo_charge:R:1 method="wB97M-V/def2-TZVPD" e_lumo_ev=0.43 homo_lumo_gap_ev=7.29 homo_energy_ev=-6.8611
Mg -0.10 0.26 0.54 1.813
C -3.48 -1.93 -0.96 -0.631
C -2.48 -0.76 -1.08 -0.043
O -1.90 -0.44 0.18 -1.087
H -3.04 -2.81 -0.49 0.200
H -3.85 -2.16 -1.96 0.183
H -4.25 -1.62 -0.26 0.199
H -3.02 0.06 -1.56 0.115
H -1.60 -1.04 -1.66 0.127
C 2.54 -0.63 4.11 -0.643
C 1.09 -0.05 3.59 -0.004
O 0.88 0.08 2.22 -1.087
H 2.80 -1.57 3.63 0.181
H 2.43 -0.90 5.16 0.189
H 3.37 0.06 3.93 0.191
H 0.88 0.86 4.15 0.117
H 0.35 -0.72 4.04 0.117
O 0.66 -1.46 -0.47 -0.675
C 0.92 -2.65 -0.21 0.844
O -0.02 -3.50 0.20 -0.446
C 0.48 -4.83 0.31 -0.082
C 1.99 -4.70 0.36 -0.435
C 2.18 -3.37 -0.40 -0.533
H 0.06 -5.35 -0.55 0.181
H 0.07 -5.46 1.10 0.207
H 2.54 -5.38 -0.30 0.227
H 2.29 -4.63 1.41 0.228
H 2.22 -3.62 -1.46 0.237
H 2.91 -2.69 0.04 0.263
O 1.16 1.08 -0.78 -0.681
C 1.48 1.29 -1.98 0.852
O 0.69 1.83 -2.87 -0.468
C 1.27 2.07 -4.16 -0.068
C 2.21 0.90 -4.16 -0.429
C 2.65 0.77 -2.73 -0.538
H 1.77 3.04 -4.15 0.192
H 0.57 1.94 -4.99 0.215
H 3.04 1.11 -4.83 0.220
H 1.78 -0.06 -4.47 0.224
H 3.45 1.43 -2.37 0.247
H 2.80 -0.25 -2.39 0.259
O -0.63 2.10 0.83 -0.660
C -1.44 2.99 1.00 0.848
O -1.09 4.34 0.98 -0.479
C -2.19 5.11 1.41 -0.075
C -3.32 4.11 1.73 -0.454
C -2.90 2.77 1.20 -0.534
H -2.31 5.94 0.72 0.196
H -1.80 5.49 2.36 0.187
H -4.23 4.41 1.22 0.221
H -3.69 4.09 2.75 0.231
H -3.21 2.52 0.18 0.260
H -2.96 1.92 1.87 0.278

7.
26
Properties=species:S:1:pos:R:3:nbo_charge:R:1 method="wB97M-V/def2-TZVPD" smiles="CCCCP=C=N.C=CC" e_lumo_ev=0.79 homo_lumo_gap_ev=8.92 homo_energy_ev=-8.1365
C -1.78 -1.86 0.01 0.087
C -3.95 1.40 0.10 -0.620
C 4.14 -0.18 -0.53 -0.640
C 4.71 -2.05 0.75 -0.388
C -2.82 1.52 -0.90 -0.402
C -1.44 1.75 -0.13 -0.388
C -0.80 0.57 0.69 -0.669
C 4.01 -1.58 -0.26 -0.173
N -2.82 -2.45 0.31 -0.649
P -0.46 -0.87 -0.48 0.361
H -3.66 0.90 1.03 0.203
H -4.11 2.46 0.31 0.205
H -4.88 0.93 -0.30 0.218
H 4.35 0.06 -1.53 0.217
H 3.14 0.42 -0.48 0.203
H 4.84 0.35 0.10 0.210
H -2.82 -3.23 0.91 0.388
H 4.66 -3.10 0.98 0.189
H 5.24 -1.43 1.34 0.178
H -3.04 2.41 -1.50 0.202
H -2.65 0.73 -1.66 0.211
H -0.62 1.97 -0.98 0.194
H -1.48 2.54 0.49 0.195
H 0.24 0.84 1.07 0.234
H -1.43 0.11 1.54 0.230
H 3.44 -2.20 -0.89 0.203

8.
65
Properties=species:S:1:pos:R:3:nbo_charge:R:1 method="wB97M-V/def2-TZVPD" total_charge=+3 e_lumo_ev="-8.01 / -12.02" homo_lumo_gap_ev="9.24 / 5.22" s2=6.02 homo_energy_ev="-17.2477 / -17.2376" multiplicity=5
Rh -0.09 0.93 -1.17 1.155
C 1.33 3.34 0.20 -0.429
N 0.60 3.05 -1.06 -0.435
C -0.54 3.98 -1.17 -0.436
C 1.51 3.20 -2.23 -0.261
C 0.97 2.49 -3.45 -0.262
N 0.76 1.04 -3.21 -0.417
C 2.05 0.31 -3.19 -0.446
C -0.08 0.46 -4.28 -0.428
H 1.68 4.38 0.19 0.235
H 2.19 2.67 0.30 0.212
H 0.66 3.21 1.04 0.225
H -0.18 5.01 -1.17 0.235
H -1.20 3.84 -0.31 0.227
H -1.10 3.80 -2.08 0.217
H 2.49 2.81 -1.95 0.223
H 1.65 4.27 -2.45 0.251
H 1.66 2.62 -4.30 0.250
H 0.01 2.91 -3.76 0.228
H 2.56 0.44 -4.15 0.244
H 1.87 -0.75 -3.04 0.228
H 2.71 0.70 -2.41 0.209
H 0.43 0.57 -5.25 0.235
H -1.03 0.99 -4.33 0.223
H -0.25 -0.59 -4.09 0.229
S -2.33 0.89 -1.61 -0.033
C -3.52 0.06 -0.60 0.377
N -3.22 -1.06 0.04 -0.535
C -4.22 -1.80 0.82 -0.225
C -5.27 -0.83 1.34 -0.439
C -5.83 -0.02 0.19 -0.229
N -4.72 0.59 -0.56 -0.510
H -2.29 -1.43 -0.08 0.432
H -3.69 -2.30 1.64 0.237
H -4.66 -2.57 0.18 0.234
H -4.83 -0.17 2.09 0.228
H -6.07 -1.39 1.82 0.275
H -6.46 0.80 0.55 0.256
H -6.41 -0.63 -0.50 0.238
H -4.88 1.44 -1.08 0.446
N 1.13 -0.17 -0.05 -1.071
S 1.01 -0.46 1.59 1.097
C 0.38 -2.10 1.77 -0.313
C -0.81 -2.22 2.48 -0.206
C -1.34 -3.49 2.69 -0.214
C -0.68 -4.60 2.19 -0.132
C 0.51 -4.47 1.48 -0.195
C 1.06 -3.22 1.28 -0.136
C 2.71 -0.58 2.12 -0.182
C 3.71 0.13 1.47 -0.259
C 5.00 0.07 1.96 -0.166
C 5.27 -0.67 3.11 -0.144
C 4.26 -1.36 3.76 -0.165
C 2.96 -1.32 3.27 -0.230
H 1.93 -0.64 -0.46 0.410
H -1.29 -1.34 2.90 0.236
H -2.24 -3.61 3.27 0.247
H -1.08 -5.59 2.37 0.256
H 1.02 -5.35 1.11 0.257
H 2.01 -3.11 0.76 0.231
H 3.50 0.72 0.59 0.211
H 5.79 0.61 1.46 0.247
H 6.28 -0.71 3.49 0.256
H 4.48 -1.93 4.65 0.256
H 2.18 -1.86 3.78 0.242

Calculated values (a.u.) of electronic energy for the records, taken in order: -725.402119, -277.416396, -3126.810483, -1085.087467, -2494.460384, -1428.504548, -710.392714, -2038.984253.
Calculated values (kcal/mol) of ΔE to the lowest compared entry with this formula, charge and spin for the records, taken in order: 74.84, 0.00, 7.87, 57.50, 0.00, 53.76, 45.66, 3.34.